Record 1
Formula: C4H7NO
Source: OMol25
Level of theory: the ωB97M-V functional and the def2-TZVPD basis

Properties
E_HOMO, eV: -7.69
Gap between HOMO and LUMO, eV: 8.51
ΔE to the lowest compared entry with this formula, charge and spin, kcal per mole: 131.8
DFT total energy, eV: -7793.9270
Maximum force, hartree/bohr: 0.0126
Spin multiplicity: 1

Cartesian coordinates (Å):
N1 2.0231 0.4928 0.6138
C1 0.9585 -0.0642 0.2949
C2 0.2327 -1.3147 0.7056
C3 -0.8579 -0.8797 -0.2726
C4 -1.0795 1.6231 -0.6514
O1 -0.0531 0.2881 -0.6567
H1 2.2171 1.3574 0.1113
H2 0.7621 -2.2336 0.4589
H3 -0.0588 -1.3077 1.7576
H4 -1.7902 -0.5138 0.1574
H5 -1.0366 -1.4827 -1.1612
H6 -0.5935 2.1725 0.1759
H7 -0.7095 2.0854 -1.5786

Results of the Mulliken charge analysis, in e, for atoms 1 through 6: -0.5825, 0.4272, -0.3749, -0.2968, -0.6428, -0.2166

Record 2
Formula: C4H7NO
Source: OMol25
Level of theory: the ωB97M-V functional and the def2-TZVPD basis

Properties
E_HOMO, eV: -10.34
SMILES string: C=CC#N.[H][H].C=O
Gap between HOMO and LUMO, eV: 10.45
ΔE to the lowest compared entry with this formula, charge and spin, kcal per mole: 87.5
DFT total energy, eV: -7795.8517
Maximum force, hartree/bohr: 0.0221
Spin multiplicity: 1

Cartesian coordinates (Å):
C1 -0.8354 1.3159 -0.2847
C2 -1.3673 0.2342 -0.8462
C3 1.2971 -1.3046 0.2691
O1 1.8975 -0.4280 -0.2998
C4 -1.5783 -1.0395 -0.2213
N1 -1.9911 -2.0366 0.2019
H1 -1.0042 2.2727 -0.7698
H2 -0.2843 1.2983 0.6485
H3 1.6638 1.7299 1.0945
H4 -1.8624 0.3031 -1.8056
H5 1.0886 -2.2598 -0.2362
H6 0.9153 -1.2012 1.3079
H7 2.0605 1.1157 0.9417

Results of the Mulliken charge analysis, in e, for atoms 1 through 6: -0.5050, -0.1338, -0.2870, -0.3813, 0.2246, -0.3905

Record 3
Formula: C4H7NO
Source: OMol25
Level of theory: the ωB97M-V functional and the def2-TZVPD basis

Properties
E_HOMO, eV: -8.59
Gap between HOMO and LUMO, eV: 8.57
ΔE to the lowest compared entry with this formula, charge and spin, kcal per mole: 94.8
DFT total energy, eV: -7795.5344
Maximum force, hartree/bohr: 0.0078
Spin multiplicity: 1

Cartesian coordinates (Å):
C1 -1.4983 -0.4356 0.2654
C2 -0.0681 -0.1413 -0.6323
C3 -0.1938 1.0437 0.1112
O1 2.1764 0.8718 0.1688
C4 2.0518 -0.3587 -0.0171
N1 0.9470 -1.0390 -0.3588
H1 -1.6487 -1.4138 -0.1951
H2 -2.3818 0.1759 0.0711
H3 -1.3168 -0.5979 1.3275
H4 -0.4448 -0.0989 -1.6612
H5 0.1654 1.0882 1.1279
H6 -0.7328 1.9045 -0.2809
H7 2.9445 -0.9990 0.0735

Results of the Mulliken charge analysis, in e, for atoms 1 through 6: -1.1870, 0.6142, -0.6522, -0.6435, 0.1013, -0.7124

Record 4
Formula: C4H7NO
Source: OMol25
Level of theory: the ωB97M-V functional and the def2-TZVPD basis

Properties
E_HOMO, eV: -7.91
Gap between HOMO and LUMO, eV: 8.77
ΔE to the lowest compared entry with this formula, charge and spin, kcal per mole: 105.8
DFT total energy, eV: -7795.0582
Maximum force, hartree/bohr: 0.0066
Spin multiplicity: 1

Cartesian coordinates (Å):
C1 1.7294 0.5621 0.1250
C2 0.3328 0.1334 -0.1911
C3 -0.3704 -1.0919 0.2997
N1 -1.6225 -0.7644 -0.4516
C4 -1.7876 0.5292 -0.1083
O1 -0.6322 1.1237 0.0502
H1 1.9397 1.5420 -0.3132
H2 1.9364 0.6187 1.2039
H3 2.4373 -0.1494 -0.3106
H4 -0.7870 -0.4817 -1.3222
H5 0.0383 -2.0360 -0.0591
H6 -0.5633 -1.1347 1.3881
H7 -2.6510 1.1491 -0.3108

Results of the Mulliken charge analysis, in e, for atoms 1 through 6: -1.2664, 0.1369, -0.1986, -0.4854, -0.0805, -0.2500

Record 5
Formula: C4H7NO
Source: OMol25
Level of theory: the ωB97M-V functional and the def2-TZVPD basis

Properties
E_HOMO, eV: -8.44
Gap between HOMO and LUMO, eV: 9.30
ΔE to the lowest compared entry with this formula, charge and spin, kcal per mole: 85.7
DFT total energy, eV: -7795.9274
Maximum force, hartree/bohr: 0.1268
Spin multiplicity: 1

Cartesian coordinates (Å):
C1 2.3199 0.3860 0.0194
C2 1.0012 -0.3974 -0.1101
C3 -0.2614 0.0701 0.1387
C4 -2.5984 -0.1394 0.1067
H1 2.3180 1.7580 -0.4640
H2 2.4961 0.6850 1.1313
H3 3.1532 -0.1870 -0.4588
H4 1.0061 -1.4163 -0.5240
H5 -0.5542 1.2538 0.2519
H6 -1.4660 -1.6970 -0.0814
H7 -3.5493 -0.6787 0.1589
N1 -1.4010 -0.7395 -0.0037
O1 -2.4641 1.1025 -0.1649

Results of the Mulliken charge analysis, in e, for atoms 1 through 6: -0.9203, -0.0618, -0.2314, 0.1027, 0.2171, 0.2441

Record 6
Formula: C4H7NO
Source: OMol25
Level of theory: the ωB97M-V functional and the def2-TZVPD basis

Properties
E_HOMO, eV: -10.19
SMILES string: CC(N)=O.C#C
Gap between HOMO and LUMO, eV: 11.11
ΔE to the lowest compared entry with this formula, charge and spin, kcal per mole: 64.5
DFT total energy, eV: -7796.8470
Maximum force, hartree/bohr: 0.1477
Spin multiplicity: 1

Cartesian coordinates (Å):
C1 2.4888 -0.7233 0.0600
C2 3.3624 0.0376 0.0664
C3 -0.8914 -0.3430 -0.0291
C4 -2.3414 -0.0361 0.0445
H1 1.4943 -1.2582 0.1661
H2 4.1925 0.6748 -0.3639
H3 0.8910 0.6303 -0.1706
H4 -0.5080 1.6950 0.1385
H5 -2.8799 -0.8713 -0.5087
H6 -2.5275 0.9765 -0.3848
H7 -2.7306 -0.1350 1.0785
N1 -0.1126 0.8132 -0.0315
O1 -0.4375 -1.4606 -0.0655

Results of the Mulliken charge analysis, in e, for atoms 1 through 6: -0.7370, -0.1167, 0.8181, -0.9439, 0.5438, 0.3122

Record 7
Formula: C4H7NO
Source: OMol25
Level of theory: the ωB97M-V functional and the def2-TZVPD basis

Properties
E_HOMO (spin up / spin down), eV: -7.88 / -8.10
SMILES string: CC(C)=CN=O
Gap between HOMO and LUMO (spin up / spin down), eV: 7.65 / 7.50
ΔE to the lowest compared entry with this formula, charge and spin, kcal per mole: 169.7
DFT total energy, eV: -7792.2840
Maximum force, hartree/bohr: 0.0934
Spin multiplicity: 1

Cartesian coordinates (Å):
C1 0.7860 -0.8567 0.8384
C2 -1.3272 -0.5330 -0.6131
C3 -0.0846 0.0293 0.0110
C4 0.1113 1.3963 0.0127
N1 0.8583 1.6131 -1.0830
O1 2.0236 1.3945 -0.5571
H1 -0.4386 2.2596 0.3797
H2 0.3929 -0.9595 1.8562
H3 1.7785 -0.4223 1.0041
H4 0.8707 -1.8546 0.4033
H5 -2.0479 -0.7990 0.1689
H6 -1.8157 0.1903 -1.2690
H7 -1.1071 -1.4580 -1.1522

Results of the Mulliken charge analysis, in e, for atoms 1 through 6: -1.1084, -1.1483, 0.5636, -0.1745, -0.1102, -0.3175

Record 8
Formula: C4H7NO
Source: OMol25
Level of theory: the ωB97M-V functional and the def2-TZVPD basis

Properties
E_HOMO, eV: -9.43
SMILES string: O[C@H]1CN2C[C@@H]12
Gap between HOMO and LUMO, eV: 10.40
ΔE to the lowest compared entry with this formula, charge and spin, kcal per mole: 73.8
DFT total energy, eV: -7796.4439
Maximum force, hartree/bohr: 0.0288
Spin multiplicity: 1

Cartesian coordinates (Å):
O1 -1.4996 -0.9468 0.9052
C1 -1.0730 -0.0610 -0.1053
C2 -0.2252 1.1959 0.2632
N1 0.9576 0.7400 -0.5208
C3 1.3755 -0.5732 -0.1109
C4 0.1508 -0.4541 -0.9318
H1 -0.7943 -1.0713 1.5530
H2 -1.9805 0.1103 -0.6930
H3 -0.1241 1.3933 1.3431
H4 -0.3663 2.1049 -0.3181
H5 1.3586 -0.8187 0.9495
H6 2.2803 -0.8539 -0.6425
H7 0.1163 -0.7467 -1.9752

Results of the Mulliken charge analysis, in e, for atoms 1 through 6: -0.5293, -0.3449, -0.3352, -0.4790, -0.3042, 0.0383

Record 9
Formula: C4H7NO
Source: OMol25
Level of theory: the ωB97M-V functional and the def2-TZVPD basis

Properties
E_HOMO, eV: -8.40
Gap between HOMO and LUMO, eV: 9.43
ΔE to the lowest compared entry with this formula, charge and spin, kcal per mole: 29.5
DFT total energy, eV: -7798.3662
Maximum force, hartree/bohr: 0.0282
Spin multiplicity: 1

Cartesian coordinates (Å):
C1 1.4742 -0.4444 0.0402
C2 0.2490 0.3739 -0.2626
C3 -0.0674 1.4864 0.4095
N1 -0.4852 -0.0917 -1.3628
C4 -1.6059 -1.5640 1.0696
O1 -2.5711 -0.9974 1.2633
H1 1.2355 -1.5149 0.0544
H2 2.2388 -0.2862 -0.7280
H3 1.8902 -0.1787 1.0147
H4 -0.9589 2.0617 0.1709
H5 0.5841 1.8734 1.1851
H6 -1.3739 0.3790 -1.4815
H7 -0.6094 -1.0972 -1.3729

Results of the Mulliken charge analysis, in e, for atoms 1 through 6: -1.0942, 0.6734, -0.9944, -0.5290, 0.1555, -0.1670

Record 10
Formula: C4H7NO
Source: OMol25
Level of theory: the ωB97M-V functional and the def2-TZVPD basis

Properties
E_HOMO, eV: -9.32
Gap between HOMO and LUMO, eV: 10.39
ΔE to the lowest compared entry with this formula, charge and spin, kcal per mole: 48.7
DFT total energy, eV: -7797.5331
Maximum force, hartree/bohr: 0.0437
Spin multiplicity: 1

Cartesian coordinates (Å):
C1 0.7467 -1.8174 -1.3604
C2 -0.5681 1.4132 1.6245
C3 0.2790 -0.6036 -0.6569
C4 -0.5683 0.9526 0.2096
N1 -0.8663 -0.3732 -0.0702
O1 0.9886 0.4806 -0.5048
H1 -0.8382 1.6922 -0.5479
H2 0.1851 -2.6903 -1.0280
H3 0.6053 -1.6853 -2.4358
H4 1.8106 -1.9737 -1.1748
H5 -0.1048 0.6777 2.2836
H6 -0.0603 2.3746 1.7202
H7 -1.6093 1.5527 1.9410

Results of the Mulliken charge analysis, in e, for atoms 1 through 6: -0.9318, -1.1216, 0.6341, 0.5990, -0.7118, -0.5487

Record 11
Formula: C4H7NO
Source: OMol25
Level of theory: the ωB97M-V functional and the def2-TZVPD basis

Properties
E_HOMO, eV: -8.36
Gap between HOMO and LUMO, eV: 8.95
ΔE to the lowest compared entry with this formula, charge and spin, kcal per mole: 77.4
DFT total energy, eV: -7796.2886
Maximum force, hartree/bohr: 0.0257
Spin multiplicity: 1

Cartesian coordinates (Å):
C1 1.9638 -0.2286 0.4421
C2 0.7173 0.5637 0.2010
O1 0.6512 1.7733 0.2405
C3 -0.5138 -0.2497 -0.0619
C4 -2.7870 0.0824 -0.6490
N1 -1.5515 0.5356 -0.7049
H1 2.2906 -0.6490 -0.5158
H2 1.7614 -1.0720 1.1122
H3 2.7364 0.4180 0.8501
H4 -0.3369 -1.1949 -0.5866
H5 -0.9255 -0.4832 0.9258
H6 -2.6270 -1.0332 -0.6273
H7 -1.3790 1.5376 -0.6262

Results of the Mulliken charge analysis, in e, for atoms 1 through 6: -1.1844, 0.7626, -0.5703, -0.5284, -0.3689, -0.1357

Record 12
Formula: C4H7NO
Source: OMol25
Level of theory: the ωB97M-V functional and the def2-TZVPD basis

Properties
E_HOMO, eV: -9.55
SMILES string: CN1C[C@H]1C=O
Gap between HOMO and LUMO, eV: 10.53
ΔE to the lowest compared entry with this formula, charge and spin, kcal per mole: 66.1
DFT total energy, eV: -7796.7777
Maximum force, hartree/bohr: 0.0253
Spin multiplicity: 1

Cartesian coordinates (Å):
C1 0.4550 -1.7944 0.2261
N1 0.5890 -0.3894 -0.1691
C2 0.6726 0.8318 0.7223
C3 -0.5273 0.4801 -0.1056
C4 -0.9311 1.3711 -1.2138
O1 -1.9824 1.9665 -1.1873
H1 1.4532 -2.2421 0.2436
H2 -0.1264 -2.3865 -0.5022
H3 -0.0243 -1.9214 1.2041
H4 0.3866 1.0103 1.7727
H5 1.5581 1.4143 0.4875
H6 -1.3538 0.1391 0.5266
H7 -0.1692 1.5205 -2.0049

Results of the Mulliken charge analysis, in e, for atoms 1 through 6: -0.7750, -0.3060, -0.5749, 0.3493, -0.3495, -0.4808

The lowest ΔE to the lowest compared entry with this formula, charge and spin belongs to which entry? number 9